Arrangement P

Entry from the OMol25 dataset: 2 unconnected molecules or ions with the total composition C3H3ClFN (ωB97M-V with the def2-TZVPD basis set).

Structure (XYZ):
```
9
C3H3ClFN | the OMol25 dataset | ωB97M-V with the def2-TZVPD basis set
C -2.288 0.498 0.238
C 1.992 -0.886 -0.286
C 0.897 -0.207 -0.434
N -2.344 -0.711 -0.027
F 3.209 -0.360 0.315
Cl 0.548 1.366 -0.014
H -2.974 1.125 0.624
H -1.239 1.073 0.032
H 2.199 -1.896 -0.448
```

Computed properties:
lowest unoccupied orbital energy (spin up / spin down)	-2.01 / -0.28	eV
HOMO (spin up / spin down)	-9.2 / -10.5	eV
gap between HOMO and LUMO (spin up / spin down)	7.203 / 10.221	eV

Arrangement Q

Entry from the OMol25 dataset: 2 unconnected molecules or ions with the total composition C3H3ClFN (ωB97M-V with the def2-TZVPD basis set).

Structure (XYZ):
```
9
C3H3ClFN | the OMol25 dataset | ωB97M-V with the def2-TZVPD basis set
C 0.296 1.564 -1.750
C -0.568 -0.268 1.489
C -0.704 -0.322 0.202
N 1.375 1.426 -2.093
F 0.110 -1.182 2.230
Cl 0.116 -1.701 -0.658
H -0.726 1.641 -1.726
H 1.223 -1.501 0.083
H -1.123 0.343 2.224
```

Computed properties:
lowest unoccupied orbital energy	-0.03	eV
HOMO	-8.9	eV
gap between HOMO and LUMO	8.913	eV

Quick one: most stable of them? arrangement Q

Arrangement P

Entry from the OMol25 dataset: C4H4N4O in the gas phase (ωB97M-V with the def2-TZVPD basis set).

Structure (XYZ):
```
13
C4H4N4O | the OMol25 dataset | ωB97M-V with the def2-TZVPD basis set
H 1.443 -2.468 -1.721
N 1.586 -1.431 -1.894
C 0.929 -0.750 -1.113
N 0.922 0.633 -0.960
C 0.293 0.781 0.147
N -0.157 -0.455 0.747
O 0.200 -1.440 -0.095
C -1.491 -0.130 1.060
N -1.704 1.136 1.246
C -0.480 1.868 0.845
H -2.450 -0.869 1.083
H 0.164 2.407 1.620
H -0.785 2.656 0.174
```

Computed properties:
SMILES	[H]/N=c1/nc2n(o1)C=NC2
lowest unoccupied orbital energy	0.29	eV
HOMO	-9.4	eV
gap between HOMO and LUMO	9.712	eV

Arrangement Q

Entry from the OMol25 dataset: C4H4N4O in the gas phase (ωB97M-V with the def2-TZVPD basis set).

Structure (XYZ):
```
13
C4H4N4O | the OMol25 dataset | ωB97M-V with the def2-TZVPD basis set
C 0.549 -0.375 0.153
N -0.785 0.181 -0.077
C -1.845 -0.653 0.001
O -1.951 -1.836 -0.125
N -3.329 0.302 0.123
C -3.181 1.606 0.098
N -2.988 2.743 -0.031
C -4.413 -0.461 0.028
N -5.202 -1.300 -0.041
H 1.124 0.545 0.008
H 0.550 -0.732 1.098
H 0.688 -1.176 -0.686
H -0.742 1.119 0.267
```

Computed properties:
SMILES	CNC(=O)N(C#N)C#N
lowest unoccupied orbital energy	0.14	eV
HOMO	-10.3	eV
gap between HOMO and LUMO	10.466	eV

Arrangement R

Entry from the OMol25 dataset: C4H4N4O in the gas phase (ωB97M-V with the def2-TZVPD basis set).

Structure (XYZ):
```
13
C4H4N4O | the OMol25 dataset | ωB97M-V with the def2-TZVPD basis set
N 2.497 0.327 -1.709
C 1.462 0.693 -1.305
C 0.045 0.894 -0.909
N -0.205 0.480 0.490
C -0.055 -0.982 0.716
C -1.004 -1.499 -0.253
N -1.949 -1.876 -0.823
N -0.275 1.436 1.421
O -0.302 0.987 2.609
H -0.138 1.956 -0.932
H -0.532 0.318 -1.651
H -0.470 -1.217 1.702
H 0.928 -1.516 0.643
```

Computed properties:
SMILES	N#CCN(CC#N)N=O
lowest unoccupied orbital energy	-0.35	eV
HOMO	-10.6	eV
gap between HOMO and LUMO	10.279	eV

Arrangement S

Entry from the OMol25 dataset: a molecular structure, C4H4N4O (ωB97M-V with the def2-TZVPD basis set).

Structure (XYZ):
```
13
C4H4N4O | the OMol25 dataset | ωB97M-V with the def2-TZVPD basis set
C 1.951 -0.516 0.449
C 0.569 -0.174 -0.008
C -0.910 1.600 -0.273
C -2.125 -0.442 -0.021
H 3.019 -0.142 -0.345
H 1.890 0.085 1.577
H 2.186 -1.901 0.411
H -0.744 2.635 -0.429
N 0.243 1.051 -0.063
N -2.012 0.905 -0.254
N -1.266 -1.137 -0.960
N 0.006 -1.051 -0.881
O -2.807 -0.912 0.796
```

Computed properties:
lowest unoccupied orbital energy	-1.48	eV
HOMO	-9.5	eV
gap between HOMO and LUMO	8.069	eV

Quick one: most stable of them? arrangement Q